# C20H26ClFNNiO7P

A molecular structure, C20H26ClFNNiO7P in a non-equilibrium geometry (ωB97M-V/def2-TZVPD, OMol25).

Computed properties:
- Kohn-Sham gap (alpha / beta) (eV) = 6.12 / 4.52

Geometry as ORCA input:
```
! RIJCOSX wB97M-V def2-TZVPD def2/J DEFGRID3
* xyz 2 3
C 0.753 1.750 2.016
C 1.791 0.820 2.669
C 2.990 1.644 3.142
C 1.258 -0.095 3.787
C 0.219 0.545 4.702
C 0.821 -1.469 3.317
O -0.378 -1.436 2.468
C -0.298 -1.244 1.188
C 0.847 -1.531 0.396
C 0.779 -1.291 -0.944
C -0.381 -0.795 -1.559
C -1.570 -0.551 -0.832
C -2.779 -0.048 -1.562
C -3.339 -1.041 -2.595
C -4.146 -0.269 -3.632
Cl -5.288 -1.321 -4.456
C -1.508 -0.774 0.543
C -2.707 -0.546 1.444
C -2.842 0.898 1.875
O -3.069 1.257 2.998
F -2.756 1.787 0.915
C -0.041 -0.600 -3.028
O -0.755 -0.467 -3.959
N 1.358 -0.607 -3.035
C 2.092 -0.515 -4.294
P 3.518 0.619 -4.124
O 4.570 0.290 -5.076
O 4.029 0.575 -2.609
O 2.942 2.085 -4.278
C 1.822 -1.452 -2.019
O 2.793 -2.119 -2.029
H -0.038 2.075 2.685
H 0.337 1.325 1.101
H 1.258 2.654 1.692
H 2.190 0.177 1.880
H 2.706 2.399 3.870
H 3.362 2.182 2.275
H 3.805 1.014 3.482
H 2.111 -0.321 4.428
H -0.748 0.682 4.233
H 0.608 1.497 5.047
H 0.106 -0.065 5.594
H 1.638 -2.032 2.881
H 0.515 -2.020 4.199
H 1.748 -1.921 0.842
H -2.522 0.903 -2.029
H -3.586 0.167 -0.873
H -2.582 -1.645 -3.074
H -4.040 -1.706 -2.095
H -4.683 0.524 -3.119
H -3.490 0.220 -4.343
H -3.625 -0.880 0.958
H -2.613 -1.114 2.360
H 2.523 -1.459 -4.609
H 1.459 -0.077 -5.057
H 4.584 -0.210 -2.492
H 3.397 2.676 -3.660
Ni -5.141 0.858 2.396
*
```

---

# C4H10S2

2 unconnected molecules or ions with the total composition C4H10S2 in a non-equilibrium geometry (ωB97M-V/def2-TZVPD, OMol25).

Computed properties:
- SMILES = CSSC.C=C
- Kohn-Sham gap (eV) = 9.71
- energy relative to the best compared isomer or geometry (same formula, charge and spin) (eV) = 1.592

Geometry as ORCA input:
```
! RIJCOSX wB97M-V def2-TZVPD def2/J DEFGRID3
* xyz 0 1
C 0.560 -2.147 -0.493
S 1.011 -1.675 -2.217
S 2.021 0.113 -1.947
C 0.694 1.330 -1.965
H 1.559 -2.271 -0.010
H -0.038 -1.414 0.081
H 0.066 -3.119 -0.502
H 0.034 1.121 -1.135
H 1.186 2.281 -1.774
H 0.082 1.383 -2.900
C -0.885 0.587 1.541
C -1.549 0.664 2.732
H -1.449 0.819 0.648
H 0.216 0.695 1.454
H -2.564 1.005 2.823
H -0.945 0.628 3.662
*
```

---

# C3HAgO2

A molecular structure, C3HAgO2 in a non-equilibrium geometry (ωB97M-V/def2-TZVPD, OMol25).

Computed properties:
- Kohn-Sham gap (eV) = 5.50
- energy relative to the best compared isomer or geometry (same formula, charge and spin) (eV) = 0.974

Geometry as ORCA input:
```
! RIJCOSX wB97M-V def2-TZVPD def2/J DEFGRID3
* xyz 0 1
C 0.439 0.930 0.993
C -0.163 -0.153 1.271
O -0.949 -0.857 0.500
C -0.424 -0.053 -1.550
O 0.080 1.004 -1.404
H 1.112 1.754 1.154
Ag -0.093 -2.624 -0.964
*
```

---

# C19H21N3O2S

C19H21N3O2S in the gas phase in a non-equilibrium geometry (ωB97M-V/def2-TZVPD, OMol25).

Computed properties:
- SMILES = Cc1cc(C)c2nc(SCC(=O)NC[C@@H]3CCCO3)c(C#N)cc2c1
- Kohn-Sham gap (eV) = 8.02
- energy relative to the best compared isomer or geometry (same formula, charge and spin) (eV) = 1.085

Geometry as ORCA input:
```
! RIJCOSX wB97M-V def2-TZVPD def2/J DEFGRID3
* xyz 0 1
C -5.729 -1.209 0.117
C -4.349 -0.878 0.591
C -4.129 0.002 1.618
C -2.821 0.293 2.044
C -2.546 1.182 3.104
C -1.246 1.413 3.485
C -0.943 2.281 4.555
N -0.724 2.989 5.429
C -0.205 0.747 2.768
N -0.441 -0.062 1.770
C -1.715 -0.322 1.398
C -1.948 -1.239 0.345
C -3.244 -1.493 -0.028
H -3.432 -2.195 -0.829
C -0.796 -1.908 -0.336
H -1.124 -2.808 -0.850
H -0.355 -1.235 -1.072
H -0.025 -2.166 0.386
S 1.442 1.037 3.284
C 2.385 -0.130 2.248
H 3.273 -0.380 2.826
C 2.801 0.508 0.929
O 3.950 0.820 0.696
N 1.774 0.688 0.080
C 1.928 1.347 -1.193
H 2.859 1.918 -1.160
H 1.093 2.035 -1.353
C 1.988 0.359 -2.375
C 3.244 -0.536 -2.323
H 3.914 -0.186 -1.539
C 3.881 -0.343 -3.702
H 3.514 -1.093 -4.403
C 3.352 1.035 -4.094
H 3.956 1.828 -3.631
O 2.028 1.071 -3.600
H 3.304 1.203 -5.170
H 4.967 -0.381 -3.675
H 2.992 -1.576 -2.126
H 1.064 -0.235 -2.390
H 0.855 0.366 0.370
H 1.756 -1.006 2.095
H -3.360 1.672 3.619
H -4.956 0.484 2.120
H -6.478 -0.651 0.673
H -5.831 -0.973 -0.941
H -5.925 -2.274 0.240
*
```

---

# C5H7NO2

A molecular structure, C5H7NO2 in a non-equilibrium geometry (ωB97M-V/def2-TZVPD, OMol25).

Computed properties:
- Kohn-Sham gap (eV) = 8.93
- energy relative to the best compared isomer or geometry (same formula, charge and spin) (eV) = 13.140

Geometry as ORCA input:
```
! RIJCOSX wB97M-V def2-TZVPD def2/J DEFGRID3
* xyz 0 1
C -1.623 -0.855 -0.311
C -1.748 0.847 -0.191
C -0.146 1.081 0.246
C -0.142 -0.890 -0.171
C 1.219 1.215 -0.138
H -2.226 -1.178 0.581
H -1.923 -1.382 -1.315
H -2.155 1.082 0.838
H -2.176 1.310 -0.990
H -0.153 0.596 -0.794
H -0.016 -0.456 -1.143
H 1.694 2.103 -0.632
N 1.936 0.039 -0.259
O -0.234 -0.090 1.003
O 1.239 -1.253 0.079
*
```

---

# C12H39N3O6

6 unconnected molecules or ions with the total composition C12H39N3O6 in a non-equilibrium geometry (ωB97M-V/def2-TZVPD, OMol25).

Computed properties:
- SMILES = COC[C@H](C)N.COC[C@H](C)N.COC[C@H](C)N.O.O.O
- Kohn-Sham gap (eV) = 9.16
- energy relative to the best compared isomer or geometry (same formula, charge and spin) (eV) = 0.730

Geometry as ORCA input:
```
! RIJCOSX wB97M-V def2-TZVPD def2/J DEFGRID3
* xyz 0 1
C -2.400 5.214 5.506
C -2.734 4.358 4.275
C -1.800 3.170 4.100
O -2.068 2.480 2.920
C -1.368 1.271 2.877
N -4.140 3.863 4.497
H -1.386 5.626 5.540
H -2.621 4.638 6.401
H -3.006 6.122 5.488
H -2.703 4.965 3.362
H -1.994 2.514 4.964
H -0.782 3.569 4.217
H -1.472 0.633 2.003
H -1.726 0.601 3.679
H -0.300 1.334 3.123
H -4.190 3.056 3.853
H -4.711 4.466 3.893
C 4.823 -0.527 2.959
C 3.537 -0.136 2.277
C 3.635 1.087 1.401
O 2.396 1.385 0.796
C 2.441 2.413 -0.174
N 2.946 -1.305 1.564
H 5.686 -0.550 2.283
H 4.689 -1.593 3.171
H 5.101 -0.009 3.872
H 2.748 0.022 3.023
H 4.362 0.904 0.593
H 4.056 1.940 1.948
H 2.908 3.320 0.213
H 1.451 2.661 -0.548
H 3.026 2.035 -1.020
H 2.120 -0.972 1.079
H 3.615 -1.597 0.854
C -1.479 -4.079 -7.341
C -1.065 -4.056 -5.886
C -1.839 -3.028 -5.072
O -1.310 -2.907 -3.774
C -1.352 -1.570 -3.274
N -1.211 -5.392 -5.320
H -1.429 -3.079 -7.775
H -2.534 -4.362 -7.440
H -0.922 -4.821 -7.911
H 0.011 -3.805 -5.895
H -2.907 -3.269 -5.088
H -1.673 -2.085 -5.613
H -0.894 -0.924 -4.030
H -0.739 -1.588 -2.378
H -2.364 -1.222 -3.069
H -0.861 -5.462 -4.373
H -0.737 -6.078 -5.892
O 2.266 -1.711 -1.386
H 2.292 -2.399 -2.064
H 2.988 -1.114 -1.617
O 0.145 -0.003 -0.128
H 0.669 0.599 0.435
H 0.754 -0.271 -0.833
O -2.324 -1.245 0.216
H -2.212 -2.199 0.280
H -1.413 -0.885 0.242
*
```

---

| no. | calculated total energy (eV) |
| --- | --- |
| 1 | -102539.754 |
| 2 | -25979.392 |
| 3 | -11215.217 |
| 4 | -39445.250 |
| 5 | -10870.477 |
| 6 | -29829.976 |